Entry 1:
17
Properties=species:S:1:pos:R:3:forces:R:3 method="wB97M-V/def2-TZVPD" multiplicity=1 smiles="[H]/N=C(/N)N[C@@H](C)C=S" gap_ev=8.339 max_force_ha_per_bohr=0.080 e_homo_ha=-0.3338 relative_energy_kj_mol=283.80
H 0.1220 -1.5750 0.9120 -0.3 0.2 0.1
N -0.8916 -1.5597 0.7781 2.0 -1.4 0.9
C -1.2910 -0.6525 0.0160 0.7 0.3 0.0
N -2.6611 -0.5988 -0.1501 -2.6 -2.6 0.0
N -0.6238 0.3632 -0.6629 -1.7 1.6 0.2
C 0.8417 0.7654 -0.4892 -1.7 -1.4 -0.1
C 1.1225 1.2414 1.0048 0.2 0.2 1.3
C 1.7294 -0.4262 -0.9512 0.9 -1.3 -0.5
S 2.9398 -1.0968 0.0105 -2.1 1.1 -2.0
H -2.9063 -0.7877 -1.1777 0.2 0.3 2.1
H -2.9941 -1.4621 0.5466 0.8 2.9 -2.8
H -1.3915 1.1457 -0.6199 2.6 -1.3 -0.5
H 0.8427 1.4407 -1.4151 0.9 0.1 1.9
H 2.2129 1.5836 1.1297 -1.8 0.0 -0.4
H 0.3256 2.0959 1.2612 2.0 -1.9 -0.4
H 1.1083 0.3626 1.8996 -0.5 2.2 -3.0
H 1.5147 -0.8397 -2.0925 0.5 1.1 3.1

***

Entry 2:
11
Properties=species:S:1:pos:R:3:forces:R:3 method="wB97M-V/def2-TZVPD" multiplicity=1 smiles="C/C(=N/Cl)OC=O" gap_ev=10.755 max_force_ha_per_bohr=0.071 e_homo_ha=-0.3774 relative_energy_kj_mol=208.17
C 0.4369 -0.9720 1.1500 0.0 1.4 -1.2
C -0.3332 -0.5557 -0.1247 -1.2 -2.4 -1.2
N -1.3182 -1.1857 -0.7004 1.5 0.0 3.3
Cl -1.9623 -0.7375 -2.1653 0.3 0.6 -0.5
O 0.3732 0.3440 -0.8378 0.4 1.0 -0.7
C 0.3055 1.6724 -0.6386 1.3 1.6 -0.2
O 1.0012 2.4181 -1.2767 -0.8 -0.7 0.5
H -0.1005 -1.5522 1.8412 -0.9 -1.3 0.3
H 1.4185 -1.4716 0.8501 -1.3 1.0 0.5
H 0.5094 -0.0139 1.7171 0.9 -0.5 -0.5
H -0.3306 2.0541 0.1852 -0.2 -0.6 -0.3

***

Entry 3:
13
Properties=species:S:1:pos:R:3:forces:R:3 method="wB97M-V/def2-TZVPD" multiplicity=1 gap_ev="7.089 / 7.086" max_force_ha_per_bohr=0.079 e_homo_ha="-0.2779 / -0.2778" relative_energy_kj_mol=690.57
C 0.4877 -2.2553 1.6942 0.1 0.7 0.3
C 0.7200 -0.9840 1.1006 -0.7 1.4 0.3
C 1.6366 -2.3008 -1.5761 0.4 1.8 3.7
C -2.2853 -0.1356 3.6689 1.4 0.2 1.8
N 0.3543 -3.0972 0.7019 -0.1 -2.5 0.4
S 0.1784 -1.9298 -0.4897 0.3 0.2 0.0
I -1.0310 0.3154 1.9802 0.1 -0.7 0.5
H 0.4623 -2.4550 2.7961 0.0 -0.2 -1.2
H 1.3568 -2.7252 -2.4613 -0.9 -0.7 -2.4
H 2.2034 -2.9940 -0.9685 0.2 -0.2 0.0
H 2.1945 -1.3561 -1.6104 -0.2 -0.3 -0.5
H -2.8074 -1.0812 3.7382 -0.4 -0.5 -1.2
H -1.6475 -0.2508 4.6329 -0.4 0.8 -1.6

***

Entry 4:
93
Properties=species:S:1:pos:R:3:forces:R:3 method="wB97M-V/def2-TZVPD" multiplicity=1 total_charge=-1 gap_ev=5.450 max_force_ha_per_bohr=0.043 e_homo_ha=-0.1431 relative_energy_kj_mol=0.00
C -0.1742 2.2678 2.6641 0.6 0.1 -0.6
C 1.3509 2.5718 2.8950 -0.8 -0.8 0.4
C 2.2046 1.2687 2.7996 -0.7 -0.1 0.5
N 2.0530 0.5680 1.5156 1.1 0.7 -0.3
Al 3.1505 1.3066 0.1284 -1.6 -0.2 -1.0
C 2.5308 0.3781 -1.6179 0.2 -0.8 0.5
C 1.0558 -0.1348 -1.5114 0.3 0.5 0.2
C 0.0382 0.9501 -1.0519 -0.9 -0.5 -0.8
C -0.6006 1.7297 -2.2587 1.1 0.0 1.9
O -1.1805 2.9304 -1.7117 -0.6 -0.5 -0.5
C -2.4500 2.6420 -1.1521 -0.2 0.9 -0.1
P 5.4515 1.0421 0.4991 -0.2 0.2 0.2
C 6.2946 1.7120 -1.0496 0.1 -0.3 0.0
O 5.7336 -0.6603 0.4820 0.1 0.7 -0.5
H -0.8180 3.0352 3.1371 0.3 -0.5 0.0
H -0.4284 2.2628 1.5860 0.2 -0.1 0.5
H -0.3857 1.2463 3.0396 -0.1 0.6 0.0
H 1.7187 3.3614 2.2185 -0.2 -0.4 0.3
H 1.4161 2.9015 3.9576 0.3 0.1 -0.7
H 1.7962 0.5922 3.5894 0.4 0.5 -0.2
H 3.2539 1.5127 3.0903 -0.4 -0.1 -0.2
H 2.3682 -0.3960 1.6244 -0.2 0.1 0.2
H 2.7863 2.8712 -0.0701 0.3 0.2 0.2
H 2.7175 0.9927 -2.5245 -0.2 -0.3 0.4
H 3.1697 -0.5445 -1.7025 -0.3 0.6 -0.3
H 1.0395 -0.9427 -0.7472 0.0 0.3 -0.5
H 0.7163 -0.5662 -2.4861 0.0 0.1 0.6
H 0.4548 1.7197 -0.3815 0.2 -0.5 -0.4
H -0.7739 0.4472 -0.4809 0.4 0.3 -0.3
H -1.3669 1.1285 -2.7915 0.6 0.5 0.2
H 0.2504 2.0374 -2.8917 -0.7 -0.1 -0.1
H -3.0728 2.1588 -1.9347 0.0 0.0 0.6
H -2.4043 2.0543 -0.2140 0.0 0.0 -0.6
H -2.9201 3.6141 -0.8971 0.2 -0.5 -0.2
H 7.2991 2.1042 -0.7807 -0.5 -0.2 -0.3
H 5.6921 2.5301 -1.4974 0.3 -0.4 0.3
H 6.4050 0.9099 -1.8120 0.0 0.5 0.4
H 5.3939 -0.9643 -0.3646 -0.1 -0.4 0.0
C -3.5788 0.0274 -4.5836 0.2 -0.1 0.1
Cl -1.8706 -0.3702 -4.7706 -0.2 -0.2 -0.2
Cl -4.5375 -0.7027 -5.8780 0.0 0.0 -0.1
Cl -4.1679 -0.5010 -3.0023 0.0 0.0 -0.1
H -3.6869 1.1053 -4.6465 0.0 -0.1 0.0
C -5.6868 -4.4903 -5.9012 0.0 -0.1 0.0
Cl -6.1903 -5.1310 -4.3329 0.0 0.1 -0.1
Cl -4.5419 -5.5848 -6.6834 -0.1 0.1 0.1
Cl -7.0902 -4.2159 -6.9407 0.1 0.0 0.0
H -5.1931 -3.5384 -5.7370 0.0 -0.1 0.0
C 9.4755 1.5630 2.3943 -0.2 -0.4 -0.1
Cl 9.1895 3.3052 2.5238 0.1 0.0 0.0
Cl 10.0775 0.9199 3.9341 0.1 0.0 0.0
Cl 8.0037 0.7282 1.8865 0.8 0.4 0.4
H 10.2388 1.4023 1.6413 0.0 0.1 0.1
C -3.7916 -3.5963 -10.4810 -0.1 0.0 0.1
Cl -3.8872 -2.6643 -8.9838 0.1 0.0 -0.1
Cl -4.0483 -5.3144 -10.1594 0.0 0.1 -0.1
Cl -4.9639 -3.0000 -11.6621 0.1 0.0 0.0
H -2.7982 -3.4730 -10.8958 -0.1 0.0 0.0
C -8.1252 -0.4212 -3.7247 0.0 0.0 -0.1
Cl -9.6802 -0.0403 -2.9748 0.1 0.0 0.0
Cl -8.3287 -1.6169 -5.0094 0.1 0.0 0.1
Cl -7.3619 1.0432 -4.3503 -0.1 0.0 0.1
H -7.4762 -0.8449 -2.9666 0.0 0.0 -0.1
C -1.0037 -2.8638 0.8666 0.0 0.3 0.2
Cl -1.9274 -2.2919 -0.5293 0.0 -0.1 0.0
Cl -0.4549 -1.5089 1.8559 0.0 -0.2 -0.3
Cl -1.9739 -3.9914 1.8291 0.1 0.0 -0.1
H -0.1308 -3.3933 0.5021 -0.1 0.0 0.0
C -3.0875 -7.4510 3.8891 0.0 0.1 0.1
Cl -3.9888 -6.0012 3.4361 0.0 -0.2 0.1
Cl -1.5703 -7.0177 4.6829 -0.1 0.0 -0.1
Cl -4.0633 -8.4921 4.9341 0.0 0.0 -0.1
H -2.8533 -8.0011 2.9854 0.0 0.0 0.1
C -0.0642 4.2533 -5.6504 -0.1 0.0 0.2
Cl -0.6945 5.1787 -4.2871 0.1 -0.1 -0.1
Cl -0.6367 2.5829 -5.5853 0.0 0.1 -0.1
Cl -0.5188 5.0101 -7.1852 0.1 0.0 0.0
H 1.0175 4.2437 -5.5839 -0.1 0.0 0.0
C 1.5587 -1.1934 6.5798 -0.1 0.1 -0.2
Cl 0.9543 -1.7270 5.0093 0.0 0.0 0.1
Cl 1.4511 0.5644 6.7238 0.0 -0.1 0.0
Cl 0.6705 -1.9809 7.8922 0.1 0.0 0.0
H 2.6015 -1.4777 6.6576 -0.1 0.0 0.0
C 1.7252 6.5539 4.2902 0.1 -0.2 -0.2
Cl 1.2065 5.8625 5.8339 0.0 0.1 0.0
Cl 2.9099 5.5089 3.5064 0.0 0.3 0.1
Cl 0.3346 6.8237 3.2323 0.0 0.0 0.1
H 2.1920 7.5114 4.4877 -0.1 -0.1 0.0
C 1.3198 -2.7996 12.0416 0.0 0.1 -0.1
Cl 2.7395 -3.6254 11.3889 -0.1 0.0 0.1
Cl 1.3917 -1.0691 11.6944 0.0 -0.1 0.1
Cl -0.1648 -3.5051 11.3922 0.1 0.0 0.1
H 1.3154 -2.9305 13.1171 0.0 0.0 -0.1